No. 1
{"formula": "C7H11N", "method": "the ωB97M-V functional and the def2-TZVPD basis", "e_homo_ev": -7.702, "smiles": "CC1=CC=C(C)C1N", "charge": 0, "orbital_gap_ev": 8.5819, "energy_ha": -328.0144, "species": ["C", "C", "C", "C", "C", "C", "C", "N", "H", "H", "H", "H", "H", "H", "H", "H", "H", "H", "H"], "coordinates": [[2.582, -0.208, 0.020], [1.168, 0.383, -0.115], [0.679, 1.657, 0.036], [-0.776, 1.521, 0.110], [-1.233, 0.268, -0.080], [-2.571, -0.336, 0.035], [-0.041, -0.574, -0.365], [0.131, -1.865, 0.228], [3.354, 0.557, -0.015], [2.679, -0.659, 1.055], [2.737, -1.058, -0.661], [1.289, 2.548, 0.246], [-1.535, 2.259, 0.251], [-2.903, -1.064, -0.792], [-2.602, -0.857, 1.114], [-3.358, 0.461, -0.027], [-0.090, -0.800, -1.416], [0.489, -2.590, -0.439], [0.180, -2.009, 1.241]], "nbo_charge": [-0.6506, 0.0551, -0.2696, -0.2186, -0.0136, -0.6392, -0.1301, -0.8796, 0.2219, 0.2184, 0.2186, 0.2184, 0.2042, 0.2261, 0.2237, 0.2180, 0.2242, 0.3860, 0.3867]}

***

No. 2
{"formula": "C7H11N", "method": "the ωB97M-V functional and the def2-TZVPD basis", "e_homo_ev": -9.357, "smiles": "C=CC(N)(C=C)C=C", "charge": 0, "orbital_gap_ev": 10.2655, "energy_ha": -327.8558, "species": ["C", "C", "C", "N", "C", "C", "C", "C", "H", "H", "H", "H", "H", "H", "H", "H", "H", "H", "H"], "coordinates": [[-0.696, 0.912, 2.126], [-0.819, 0.749, 0.687], [-0.224, -0.290, -0.139], [-1.144, -1.470, -0.636], [0.170, 0.282, -1.472], [-0.050, 1.586, -1.845], [0.857, -0.905, 0.699], [2.117, -0.792, 0.483], [-1.196, 1.676, 2.693], [-0.056, 0.365, 2.941], [-1.581, 1.424, -0.084], [-1.962, -0.931, -1.042], [-1.593, -1.813, 0.121], [0.932, -0.449, -2.054], [0.306, 1.915, -2.734], [-0.855, 2.076, -1.069], [0.363, -1.309, 1.671], [2.668, -1.501, 1.221], [2.850, -0.420, -0.446]], "nbo_charge": [-0.4026, -0.1511, -0.1263, -0.7691, -0.1535, -0.3984, -0.1721, -0.4064, 0.2026, 0.2166, 0.1996, 0.3436, 0.3404, 0.2253, 0.2055, 0.1936, 0.2169, 0.2023, 0.2330]}

***

No. 3
{"formula": "C7H11N2", "method": "the ωB97M-V functional and the def2-TZVPD basis", "e_homo_ev": -13.238, "charge": 1, "orbital_gap_ev": 9.8416, "energy_ha": -382.4829, "species": ["C", "C", "C", "C", "C", "C", "C", "N", "N", "H", "H", "H", "H", "H", "H", "H", "H", "H", "H", "H"], "coordinates": [[1.121, -1.105, -0.206], [1.517, -0.013, -1.012], [-0.297, 0.511, 0.232], [-2.965, 1.073, 0.226], [-2.001, 1.479, 1.043], [2.620, 0.164, -2.009], [-0.895, -1.674, 1.065], [-0.032, -0.735, 0.448], [0.592, 0.951, -0.741], [1.560, -2.046, -0.123], [-3.978, 1.325, 0.469], [-2.864, 0.264, -0.498], [-1.903, 2.206, 1.950], [2.157, 0.269, -2.916], [3.203, 1.003, -1.734], [3.299, -0.679, -2.191], [-1.556, -1.028, 1.625], [-1.336, -2.298, 0.299], [-0.356, -2.287, 1.784], [0.661, 1.981, -1.005]], "nbo_charge": [-0.0905, 0.1907, 0.4181, -0.4019, -0.0901, -0.6510, -0.4080, -0.3362, -0.5334, 0.2432, 0.2437, 0.2357, 0.2804, 0.2401, 0.2396, 0.2605, 0.2348, 0.2309, 0.2355, 0.4581]}

***

No. 4
{"formula": "C7H11N2", "method": "the ωB97M-V functional and the def2-TZVPD basis", "e_homo_ev": [-14.072, -14.071], "charge": 1, "orbital_gap_ev": [8.1696, 8.1689], "energy_ha": -382.4337, "species": ["C", "C", "C", "C", "C", "C", "C", "N", "N", "H", "H", "H", "H", "H", "H", "H", "H", "H", "H", "H"], "coordinates": [[-0.376, 0.569, -1.588], [-1.686, 0.803, -1.689], [-0.184, -0.267, -0.388], [0.909, -0.590, 1.883], [0.612, 1.716, 0.848], [0.200, -1.740, -0.828], [0.423, 0.279, 0.789], [-1.614, -0.331, 0.191], [-2.319, 0.225, -0.609], [0.389, 0.720, -2.284], [-2.314, 1.186, -2.631], [1.314, -1.556, 1.612], [1.715, -0.049, 2.474], [0.011, -0.860, 2.523], [0.572, 2.168, 1.864], [-0.042, 2.187, 0.164], [1.604, 1.715, 0.332], [-0.355, -2.556, -0.195], [1.241, -1.987, -0.572], [-0.101, -1.633, -1.895]], "nbo_charge": [-0.1670, -0.0713, -0.1786, -0.7527, -0.7175, -0.5974, 0.5919, -0.0536, -0.0732, 0.2551, 0.2791, 0.2727, 0.2727, 0.3284, 0.2812, 0.2626, 0.3111, 0.2643, 0.2405, 0.2518]}

***

No. 5
{"formula": "C7H11N2O", "method": "the ωB97M-V functional and the def2-TZVPD basis", "e_homo_ev": [-11.657, -12.076], "charge": 1, "orbital_gap_ev": [7.4578, 8.3795], "energy_ha": -457.7097, "species": ["C", "C", "C", "C", "C", "C", "C", "N", "N", "O", "H", "H", "H", "H", "H", "H", "H", "H", "H", "H", "H"], "coordinates": [[-0.216, 1.420, 0.475], [-0.784, -0.945, 0.864], [1.467, -1.299, -0.389], [-1.136, 0.327, 0.091], [1.489, 0.130, -0.733], [-0.043, -1.810, -0.244], [-1.025, -0.162, -1.338], [1.037, 1.207, 0.073], [-0.617, 2.475, 1.171], [-0.762, -1.519, -1.358], [-0.187, -0.795, 1.648], [-1.510, -1.604, 1.253], [1.907, -1.873, -1.084], [2.089, -1.379, 0.488], [-2.237, 0.435, 0.329], [2.192, 0.334, -1.623], [-0.228, -2.807, -0.115], [-1.501, 0.084, -2.273], [1.626, 1.928, 0.454], [-1.583, 2.622, 1.020], [0.024, 3.232, 1.292]], "nbo_charge": [0.5843, -0.4055, -0.5010, -0.4177, -0.0462, 0.1192, 0.1662, -0.5359, -0.7109, -0.4271, 0.2151, 0.2473, 0.2434, 0.2440, 0.2729, 0.2456, 0.2142, 0.2318, 0.4113, 0.4286, 0.4200]}

***

No. 6
{"formula": "C7H11N2O", "method": "the ωB97M-V functional and the def2-TZVPD basis", "e_homo_ev": -13.369, "charge": 1, "orbital_gap_ev": 8.7615, "energy_ha": -457.7231, "species": ["C", "C", "C", "C", "C", "C", "C", "N", "N", "O", "H", "H", "H", "H", "H", "H", "H", "H", "H", "H", "H"], "coordinates": [[-0.419, 2.938, 0.228], [0.191, 2.027, 1.128], [-1.281, 2.186, -0.531], [-0.401, -0.382, 1.688], [0.768, -2.870, -0.784], [0.526, -1.494, -1.113], [1.212, -0.437, -0.666], [-1.196, 0.955, -0.179], [-0.335, 0.817, 0.841], [0.081, -0.355, 2.744], [-0.064, 3.928, 0.135], [0.755, 2.207, 2.023], [-2.251, 2.334, -1.170], [-1.105, -1.060, 1.278], [-0.119, -3.259, -0.263], [0.810, -3.335, -1.748], [1.582, -3.084, -0.082], [-1.495, 0.064, -0.668], [-0.250, -1.318, -1.906], [1.990, -0.447, 0.064], [1.002, 0.586, -1.017]], "nbo_charge": [-0.2958, 0.0832, 0.0660, 0.5823, -0.6611, -0.1936, -0.4140, -0.2982, -0.2062, -0.4163, 0.2761, 0.2799, 0.2842, 0.1545, 0.2194, 0.2473, 0.2373, 0.4712, 0.1919, 0.2113, 0.1807]}

***

No. 7
{"formula": "C7H11N2O2", "method": "the ωB97M-V functional and the def2-TZVPD basis", "e_homo_ev": -4.628, "charge": -1, "orbital_gap_ev": 8.3842, "energy_ha": -533.3309, "species": ["C", "C", "C", "O", "O", "H", "H", "H", "H", "H", "C", "C", "C", "C", "N", "N", "H", "H", "H", "H", "H", "H"], "coordinates": [[-0.814, -1.871, 1.692], [0.563, -1.583, 1.088], [-2.090, -1.515, 0.823], [-3.063, -0.855, 1.132], [-1.853, -1.889, -0.439], [-0.994, -2.966, 1.808], [-0.862, -1.379, 2.655], [0.734, -2.441, 0.427], [1.100, -1.755, 2.015], [0.494, -0.576, 0.549], [2.238, 2.168, -0.514], [-1.154, 1.699, -1.157], [0.970, 1.661, -0.978], [0.517, 0.398, -1.470], [-0.170, 2.439, -0.629], [-0.820, 0.458, -1.558], [-2.149, 2.292, -1.294], [-1.506, -0.459, -1.386], [1.114, -0.432, -1.756], [2.486, 3.045, -0.956], [2.914, 1.234, -0.622], [2.345, 2.328, 0.571]], "nbo_charge": [-0.4957, -0.6336, 0.7777, -0.6994, -0.8893, 0.1966, 0.1816, 0.2070, 0.1945, 0.2381, -0.6252, 0.1749, 0.0420, -0.1104, -0.5006, -0.5795, 0.1881, 0.5079, 0.2099, 0.2062, 0.1992, 0.2097]}

***

No. 8
{"formula": "C7H11N2O4", "method": "the ωB97M-V functional and the def2-TZVPD basis", "e_homo_ev": -3.032, "charge": -1, "orbital_gap_ev": 6.6493, "energy_ha": -683.5625, "species": ["C", "C", "C", "C", "C", "C", "C", "N", "N", "O", "O", "O", "O", "H", "H", "H", "H", "H", "H", "H", "H", "H", "H", "H"], "coordinates": [[-3.556, 2.318, -0.424], [0.301, 1.998, -0.610], [-0.913, 2.364, 0.262], [0.806, 0.649, -0.216], [-2.218, 1.710, -0.269], [-0.216, -0.375, -0.674], [1.613, -3.198, 0.719], [0.070, -1.698, -0.127], [2.789, -3.531, -0.080], [-3.309, 1.648, 0.728], [-4.566, 2.795, -0.904], [-0.921, -0.948, 0.564], [1.227, -1.892, 0.643], [-0.055, 1.875, -1.736], [1.068, 2.766, -0.444], [-0.922, 1.914, 1.243], [-0.942, 3.448, 0.305], [1.712, 0.342, -0.716], [0.987, 0.544, 0.869], [-1.919, 0.623, -0.607], [0.673, -3.838, 0.490], [2.013, -3.462, 1.668], [3.370, -2.757, 0.317], [2.909, -3.297, -0.999]], "nbo_charge": [0.7654, -0.3968, -0.4398, -0.5159, -0.0580, -0.0756, 0.0860, 0.0074, -0.8579, -0.4998, -0.5837, -0.5062, -0.4497, 0.2131, 0.1886, 0.2295, 0.1953, 0.1979, 0.1951, 0.2972, 0.1684, 0.1548, 0.3343, 0.3505]}

***

What did the second record say?
{"formula": "C7H11N", "method": "the ωB97M-V functional and the def2-TZVPD basis", "e_homo_ev": -9.357, "smiles": "C=CC(N)(C=C)C=C", "charge": 0, "orbital_gap_ev": 10.2655, "energy_ha": -327.8558, "species": ["C", "C", "C", "N", "C", "C", "C", "C", "H", "H", "H", "H", "H", "H", "H", "H", "H", "H", "H"], "coordinates": [[-0.696, 0.912, 2.126], [-0.819, 0.749, 0.687], [-0.224, -0.290, -0.139], [-1.144, -1.470, -0.636], [0.170, 0.282, -1.472], [-0.050, 1.586, -1.845], [0.857, -0.905, 0.699], [2.117, -0.792, 0.483], [-1.196, 1.676, 2.693], [-0.056, 0.365, 2.941], [-1.581, 1.424, -0.084], [-1.962, -0.931, -1.042], [-1.593, -1.813, 0.121], [0.932, -0.449, -2.054], [0.306, 1.915, -2.734], [-0.855, 2.076, -1.069], [0.363, -1.309, 1.671], [2.668, -1.501, 1.221], [2.850, -0.420, -0.446]], "nbo_charge": [-0.4026, -0.1511, -0.1263, -0.7691, -0.1535, -0.3984, -0.1721, -0.4064, 0.2026, 0.2166, 0.1996, 0.3436, 0.3404, 0.2253, 0.2055, 0.1936, 0.2169, 0.2023, 0.2330]}